DFT (wB97M-V/def2-TZVPD) results for one molecule with the formula C17H17F4INO3P at a distorted geometry.

## Properties
DFT total energy	-53795.93162	eV
SMILES string	C=CCc1c(C[C@@H](C)I)cc(P(C)O)c2c1C(=O)N(C(F)(F)C(F)F)C2=O
multiplicity	1
highest occupied orbital energy	-8.49	eV

Geometry as XYZ:
```
44
Properties=species:S:1:pos:R:3:forces:R:3
C -0.036369 3.448576 -0.950008 0.13 0.34 0.22
C 0.060123 3.327670 0.388220 -0.37 -0.08 -0.42
C -0.319710 2.120265 1.190716 2.08 -0.59 -0.01
C -0.176151 0.780289 0.497901 -0.04 0.47 -0.43
C -1.169099 0.162563 -0.298863 0.41 -0.03 0.37
C -2.288719 0.924650 -0.972675 -0.12 -0.86 0.46
C -3.223963 1.758723 -0.107207 -0.37 0.32 -1.31
C -4.406805 2.222959 -0.965380 0.12 0.42 0.76
I -4.013813 0.663150 1.549847 0.25 0.07 0.10
C -1.089800 -1.216095 -0.487062 0.21 -0.06 0.04
C -0.056242 -2.005031 0.037263 -0.11 -0.13 0.40
P -0.082617 -3.826793 0.132311 0.42 -0.71 -0.99
C -1.874418 -4.236519 0.125755 0.05 0.63 0.34
O 0.344123 -4.092998 1.702864 -0.50 0.10 -0.03
C 1.065074 -1.301293 0.460052 -0.26 0.17 0.18
C 1.012728 0.080234 0.634757 -0.30 -0.58 0.36
C 2.377709 0.577698 1.002483 -1.09 -0.18 -0.42
O 2.698224 1.710382 1.184263 0.45 0.29 0.20
N 3.203110 -0.570161 0.984995 0.70 0.03 0.16
C 4.489643 -0.520797 0.357131 0.58 0.29 -0.06
F 5.260051 -1.555664 0.730318 -0.25 -0.24 0.09
F 5.149673 0.597431 0.695849 -0.24 0.11 0.15
C 4.396992 -0.555180 -1.184679 0.76 -0.17 0.13
F 3.747954 0.538016 -1.630910 -0.37 -0.09 0.06
F 5.660664 -0.500378 -1.667547 -0.03 -0.05 -0.08
C 2.420295 -1.772129 0.863608 -0.67 1.03 -0.23
O 2.831560 -2.859978 1.080603 0.44 -0.89 -0.22
H -0.468770 4.358590 -1.355099 1.37 0.63 -0.15
H 0.360904 2.742762 -1.671912 -1.23 -0.84 0.08
H 0.427527 4.179733 0.956011 -1.34 0.47 0.25
H -1.307584 2.228842 1.628767 -0.26 0.18 -0.31
H 0.336523 2.071940 2.062838 0.01 0.00 0.07
H -2.896549 0.178793 -1.490238 -0.08 0.00 -0.02
H -1.862434 1.550822 -1.755520 0.03 0.27 0.07
H -2.725770 2.671125 0.199541 0.11 -0.14 0.64
H -5.004977 2.900119 -0.356593 -0.24 -0.04 -0.08
H -5.035441 1.398135 -1.286890 0.04 -0.05 -0.21
H -4.033121 2.818885 -1.798047 0.00 -0.20 -0.25
H -1.871930 -1.705177 -1.050917 -0.16 0.09 0.06
H -2.239102 -4.255022 1.152823 -0.04 -0.02 0.03
H -2.432609 -3.469335 -0.406827 -0.14 -0.11 -0.09
H -2.049990 -5.196825 -0.345976 0.09 -0.10 -0.04
H 0.881625 -4.891274 1.702583 0.26 0.15 0.18
H 3.941482 -1.481700 -1.539150 -0.26 0.10 -0.06
```
Forces are in eV/Å.

So, what does the Löwdin scheme give us? The charges, in e, come out as:
1. C 0.00
2. C -0.15
3. C -0.14
4. C -0.09
5. C -0.18
6. C -0.22
7. C -0.79
8. C -0.19
9. I 0.88
10. C -0.03
11. C -0.27
12. P 0.88
13. C -0.26
14. O -0.30
15. C -0.08
16. C -0.02
17. C -0.33
18. O 0.17
19. N 0.16
20. C -0.48
21. F 0.16
22. F 0.16
23. C -0.28
24. F 0.11
25. F 0.10
26. C -0.34
27. O 0.16
28. H 0.06
29. H 0.07
30. H 0.11
31. H 0.08
32. H 0.12
33. H 0.11
34. H 0.12
35. H 0.06
36. H 0.06
37. H 0.07
38. H 0.08
39. H 0.10
40. H 0.05
41. H 0.01
42. H 0.03
43. H 0.05
44. H 0.17

DFT (wB97M-V/def2-TZVPD) results for one molecule with the formula C7H12 at a distorted geometry.

## Properties
DFT total energy	-7450.93366	eV
SMILES string	C[C@H]1C=CC1(C)C
multiplicity	1
highest occupied orbital energy	-9.27	eV
ΔE to the lowest compared entry with this formula, charge and spin	241.0	kJ/mol

Geometry as XYZ:
```
19
Properties=species:S:1:pos:R:3:forces:R:3
C 1.008026 -1.547327 0.159421 -1.85 1.01 -0.81
C -0.279677 -1.523930 0.566985 1.13 0.28 0.75
C 0.909091 -0.245086 -0.597329 -0.28 1.32 0.29
C -0.624511 -0.152575 0.041013 2.83 1.54 1.83
C 1.924886 0.841143 -0.215908 -2.66 1.54 1.11
C -0.880833 1.033734 1.113843 -1.24 -0.53 -2.61
C -1.652488 -0.215514 -0.946504 -2.93 0.60 -0.85
H 1.854305 -2.165746 0.051065 0.55 -1.21 0.56
H -0.977307 -2.146479 1.114610 0.31 -0.41 0.05
H 0.958745 -0.363922 -1.703262 -0.52 -0.13 0.59
H 1.934896 1.773302 -0.872269 0.09 -1.39 0.73
H 2.852554 0.397554 -0.071252 2.06 -0.53 -0.25
H 1.622405 1.160150 0.828407 0.55 -0.02 -1.08
H -1.923115 1.477490 1.133131 0.98 -0.76 -0.56
H -0.203789 1.850701 0.959040 0.35 0.38 -0.05
H -0.763281 0.637062 2.050816 0.66 -0.80 2.52
H -2.323218 0.669477 -0.960327 0.43 -0.55 -0.29
H -2.241771 -1.099635 -0.784880 -0.83 -0.32 0.11
H -1.194923 -0.380395 -1.866593 0.35 -0.01 -2.03
```
Forces are in eV/Å.

So, what does the Löwdin scheme give us? The charges, in e, come out as:
1. C -0.02
2. C -0.03
3. C -0.28
4. C -0.46
5. C -0.08
6. C -0.01
7. C -0.08
8. H 0.09
9. H 0.11
10. H 0.13
11. H 0.10
12. H 0.04
13. H 0.08
14. H 0.09
15. H 0.05
16. H 0.03
17. H 0.10
18. H 0.08
19. H 0.06

DFT (wB97M-V/def2-TZVPD) results for C39H88NO14PS2 as an isolated structure at a distorted geometry.

## Properties
DFT total energy	-102975.65686	eV
multiplicity	1
highest occupied orbital energy	-7.55	eV

Geometry as XYZ:
```
145
Properties=species:S:1:pos:R:3:forces:R:3
C -2.797235 -1.150820 -5.155588 -0.20 0.21 -0.23
C -3.480980 -2.300630 -5.114293 0.14 -1.05 0.32
C -3.330514 -3.247330 -3.937251 1.35 -1.40 -3.37
O -3.651419 -2.931415 -2.864741 -0.82 0.95 2.56
O -2.834036 -4.523593 -4.192333 0.51 0.66 -0.34
C -1.496758 -4.578631 -3.639531 -0.04 -0.80 1.02
C -1.488569 -5.393567 -2.313728 0.31 0.73 -0.69
C -0.229813 -4.955963 -1.512005 0.14 -0.55 -0.34
C 0.544006 -6.115271 -0.823839 -0.94 0.30 0.66
C 0.951621 -5.742020 0.633527 -0.22 -0.39 -0.69
C 2.328115 -5.061330 0.689999 0.95 -0.56 0.10
C 2.689014 -4.503786 2.127651 -1.07 -0.73 -1.37
C 2.706603 -5.778410 2.999722 -0.06 0.30 1.51
N 3.396668 -5.646895 4.285906 0.10 0.12 -0.47
O 1.564751 -3.570455 2.335497 0.69 1.38 0.26
S 1.968269 -2.201324 1.563140 0.14 0.00 -2.02
O 1.355728 -2.084752 0.293193 -0.73 -0.78 -0.71
O 1.813331 -1.047964 2.357536 0.56 -0.05 1.64
O 3.530601 -2.576673 1.154056 -1.06 -0.06 1.25
C 3.896382 -3.532449 2.181205 0.42 -1.10 0.32
C 5.139375 -4.434842 1.884368 -0.43 0.69 -1.47
S 6.367559 -3.653889 0.802034 1.70 0.65 1.44
O 7.588407 -4.385550 0.972974 -0.18 -1.19 -0.61
O 6.519544 -2.261733 1.104986 -1.11 0.41 -0.25
P 4.320710 -2.682619 3.828359 1.29 -1.24 1.60
C 2.893242 -2.626817 5.004182 -0.55 0.57 -0.29
C 5.080234 -1.011894 3.568971 -0.92 0.45 0.14
H -1.715467 -1.169327 -5.000098 -0.46 0.57 1.50
H -3.334653 -0.217655 -5.349428 0.70 -0.21 -1.48
H -4.146848 -2.648704 -5.911501 -1.02 0.79 0.83
H -0.814907 -5.017866 -4.381343 -0.28 0.14 0.08
H -1.133136 -3.576026 -3.366876 -0.22 -0.12 -0.40
H -1.517070 -6.469029 -2.535120 0.06 0.23 0.12
H -2.414776 -5.109654 -1.799746 0.27 -0.24 0.06
H 0.446340 -4.440126 -2.211272 -0.09 0.00 0.30
H -0.549457 -4.220895 -0.762648 0.23 -0.09 -0.19
H -0.162476 -6.955336 -0.721325 0.28 0.13 -0.15
H 1.386366 -6.476207 -1.428777 -0.11 0.15 0.17
H 0.915145 -6.680169 1.206130 0.35 0.33 0.05
H 0.142096 -5.114589 1.027441 0.37 0.00 0.05
H 2.428872 -4.297203 -0.089387 -0.24 -0.06 0.31
H 3.058289 -5.850509 0.432937 -0.13 0.32 0.00
H 1.693758 -6.149050 3.205717 0.06 0.37 -0.51
H 3.202930 -6.569469 2.424867 -0.15 0.32 -0.06
H 2.770946 -5.647382 5.077927 0.20 -0.14 -0.02
H 4.148263 -6.313119 4.389554 -0.19 0.03 0.23
H 5.609975 -4.675586 2.841874 0.29 0.29 -0.34
H 4.877248 -5.379871 1.385737 0.01 0.32 0.00
H 5.941804 -3.760277 -0.500059 -0.32 -0.25 0.52
H 2.300647 -1.703135 4.966120 0.15 -0.20 -0.02
H 2.195941 -3.455707 4.849189 0.21 0.26 -0.17
H 3.296179 -2.760382 6.016771 0.10 0.15 -0.31
H 5.008605 -0.619754 2.549791 0.13 -0.16 0.19
H 6.116066 -1.080224 3.913848 -0.16 -0.11 -0.44
H 4.590177 -0.289268 4.243486 -0.07 -0.25 -0.27
C -1.828120 -1.145248 6.235992 0.07 -0.05 0.14
C -1.444717 -2.357142 5.403741 -0.19 0.11 -0.02
O -0.290667 -3.032394 5.873232 0.24 -0.11 -0.13
C -0.356759 -3.556735 7.187939 -0.15 0.03 0.04
C -1.461758 -4.581408 7.383748 -0.06 0.02 -0.08
H -0.993677 -0.444417 6.292886 -0.02 0.00 -0.04
H -2.682339 -0.635738 5.788632 0.02 -0.01 -0.02
H -2.101056 -1.421310 7.256052 -0.07 0.01 -0.03
H -1.215707 -2.029448 4.388517 0.17 -0.11 0.03
H -2.287125 -3.053137 5.320366 -0.02 0.01 0.06
H -0.447121 -2.742910 7.915117 -0.06 -0.02 0.04
H 0.608408 -4.031648 7.371594 0.05 0.07 -0.12
H -2.451918 -4.147697 7.237429 0.01 0.01 0.08
H -1.419609 -4.989388 8.394392 0.01 0.00 -0.01
H -1.351793 -5.400834 6.670817 0.02 0.00 0.03
C 1.761911 5.161511 2.827480 -0.11 -0.11 0.00
C 3.133139 4.523239 2.683788 -0.03 0.15 -0.07
O 3.143131 3.130038 2.931800 0.11 -0.08 0.16
C 2.321741 2.344619 2.080776 -0.01 0.00 -0.09
C 2.690824 2.450840 0.610687 0.03 0.13 -0.02
H 1.353999 4.965907 3.821611 0.03 0.01 0.01
H 1.829084 6.240394 2.683053 0.03 -0.02 -0.04
H 1.053678 4.771432 2.095079 0.02 0.10 -0.05
H 3.810294 4.971755 3.412935 0.04 -0.18 0.05
H 3.557975 4.738598 1.696876 -0.07 0.02 -0.03
H 1.266903 2.595627 2.237606 -0.02 0.02 -0.06
H 2.446717 1.312779 2.404107 0.07 0.07 0.12
H 2.557049 3.464411 0.226725 -0.07 -0.03 -0.03
H 2.064923 1.781002 0.019157 0.01 -0.03 0.02
H 3.736819 2.176606 0.460518 -0.02 -0.04 0.01
C -0.509332 8.921876 -0.557442 -0.08 -0.11 -0.03
C 0.862447 8.283109 -0.698138 -0.08 0.15 -0.09
O 0.870761 6.889793 -0.444494 0.16 -0.12 0.21
C 0.055800 6.090883 -1.285699 -0.06 0.05 -0.09
C 0.422684 6.179147 -2.757594 0.07 0.11 0.00
H -0.917258 8.728201 0.436247 0.02 0.03 0.00
H -0.442408 10.000868 -0.703204 0.03 -0.01 0.01
H -1.216722 8.529522 -1.289937 0.01 0.07 -0.03
H 1.537697 8.733166 0.031479 0.04 -0.19 0.05
H 1.290385 8.494746 -1.684501 -0.06 0.00 -0.03
H -1.000760 6.336663 -1.132201 -0.02 0.02 -0.06
H 0.188537 5.063307 -0.945216 0.08 0.05 0.12
H 0.280747 7.185501 -3.155037 -0.07 -0.03 -0.02
H -0.198568 5.496960 -3.339845 0.01 -0.01 0.01
H 1.470104 5.910546 -2.905146 -0.02 -0.04 0.01
C -2.598542 -7.022440 -6.726930 0.01 -0.09 -0.09
C -3.532090 -5.904107 -7.157210 -0.02 -0.07 0.10
O -3.475097 -5.611122 -8.543344 0.05 0.20 -0.10
C -3.815372 -6.668159 -9.423427 -0.04 -0.09 0.06
C -5.229529 -7.191254 -9.234378 -0.02 0.04 0.11
H -1.569957 -6.787522 -7.007554 -0.01 0.02 0.02
H -2.645064 -7.155223 -5.645069 -0.02 0.05 -0.01
H -2.860694 -7.974311 -7.192295 -0.02 -0.01 0.06
H -3.245465 -4.991338 -6.636507 0.01 0.05 -0.16
H -4.563189 -6.120678 -6.854862 0.01 -0.08 0.01
H -3.085306 -7.480525 -9.338326 -0.04 -0.06 0.02
H -3.714764 -6.264642 -10.431375 0.06 0.12 0.06
H -5.374021 -7.631789 -8.246709 0.02 -0.07 -0.04
H -5.448267 -7.957401 -9.979322 0.00 0.01 0.00
H -5.952356 -6.380835 -9.343369 0.02 -0.01 -0.03
C -1.607879 3.637488 -6.753561 -0.02 0.06 0.14
C -3.041705 3.165421 -6.931119 0.11 0.12 -0.11
O -3.700477 2.864526 -5.714213 -0.09 -0.27 0.07
C -3.826750 3.928539 -4.785766 0.03 0.12 -0.04
C -4.607288 5.117476 -5.320149 0.01 -0.02 -0.13
H -1.029443 2.895801 -6.200047 0.00 -0.01 -0.03
H -1.138285 3.792042 -7.725850 -0.02 -0.02 0.00
H -1.554335 4.578826 -6.203972 0.01 0.03 -0.07
H -3.039468 2.243304 -7.514389 -0.11 -0.06 0.14
H -3.621081 3.894052 -7.509116 0.03 0.05 0.02
H -2.837949 4.239423 -4.430638 0.01 0.07 -0.02
H -4.350455 3.514892 -3.923804 0.02 -0.14 -0.07
H -4.108778 5.585451 -6.170528 0.03 0.05 0.06
H -4.720813 5.871705 -4.540489 0.00 -0.01 0.00
H -5.598946 4.803779 -5.650488 0.00 0.00 0.04
C -1.344554 8.867111 6.823698 0.04 -0.12 -0.07
C -0.337456 9.844316 6.239432 -0.17 0.01 0.00
O 0.873276 9.240170 5.824787 0.23 0.06 0.09
C 0.767014 8.247751 4.817700 -0.13 0.01 -0.07
C 0.166984 8.758330 3.517653 -0.07 0.08 0.02
H -0.904114 8.323081 7.660780 -0.01 0.03 0.01
H -2.226460 9.401623 7.179589 0.02 0.02 0.00
H -1.674303 8.133135 6.086649 -0.06 0.04 0.00
H -0.068936 10.574071 7.004723 0.17 -0.05 -0.05
H -0.782776 10.412765 5.414828 -0.05 -0.05 -0.02
H 0.206627 7.385920 5.195699 -0.06 -0.01 -0.06
H 1.782086 7.898375 4.627774 0.05 0.08 0.14
H -0.862452 9.097107 3.647415 -0.02 -0.08 -0.02
H 0.168287 7.966144 2.767055 0.01 0.00 0.00
H 0.746109 9.602276 3.137291 0.02 -0.03 0.00
```
Forces are in eV/Å.

Here are the Löwdin charges for atoms 1 to 99, given in e:
1. C 0.03
2. C -0.06
3. C -0.51
4. O 0.19
5. O -0.06
6. C -0.18
7. C -0.15
8. C -0.19
9. C -0.18
10. C -0.19
11. C -0.13
12. C -0.39
13. C -0.17
14. N 0.02
15. O -0.16
16. S 0.62
17. O -0.22
18. O -0.21
19. O -0.20
20. C -0.55
21. C -0.22
22. S 0.67
23. O -0.35
24. O -0.33
25. P 0.99
26. C -0.29
27. C -0.26
28. H 0.07
29. H 0.07
30. H 0.11
31. H 0.13
32. H 0.12
33. H 0.11
34. H 0.11
35. H 0.11
36. H 0.11
37. H 0.10
38. H 0.11
39. H 0.11
40. H 0.12
41. H 0.12
42. H 0.12
43. H 0.13
44. H 0.13
45. H 0.07
46. H 0.08
47. H 0.08
48. H 0.10
49. H 0.09
50. H 0.04
51. H 0.01
52. H 0.04
53. H 0.03
54. H 0.03
55. H 0.04
56. C -0.08
57. C -0.27
58. O -0.18
59. C -0.28
60. C -0.08
61. H 0.08
62. H 0.08
63. H 0.07
64. H 0.12
65. H 0.11
66. H 0.11
67. H 0.11
68. H 0.07
69. H 0.08
70. H 0.08
71. C -0.08
72. C -0.28
73. O -0.16
74. C -0.27
75. C -0.07
76. H 0.08
77. H 0.06
78. H 0.06
79. H 0.12
80. H 0.11
81. H 0.11
82. H 0.09
83. H 0.06
84. H 0.08
85. H 0.08
86. C -0.08
87. C -0.28
88. O -0.17
89. C -0.28
90. C -0.07
91. H 0.07
92. H 0.08
93. H 0.07
94. H 0.12
95. H 0.11
96. H 0.11
97. H 0.11
98. H 0.07
99. H 0.07

DFT (wB97M-V/def2-TZVPD) results for C4H6N2O as an isolated structure at a distorted geometry.

## Properties
DFT total energy	-9268.70577	eV
multiplicity	1
highest occupied orbital energy	-6.79	eV
ΔE to the lowest compared entry with this formula, charge and spin	462.8	kJ/mol

Geometry as XYZ:
```
13
Properties=species:S:1:pos:R:3:forces:R:3
C -0.627743 1.727692 -0.907182 2.67 -1.53 1.24
C -0.653493 -0.005964 0.435816 4.68 2.04 -1.28
C 1.037821 0.392348 -0.408401 -5.90 -2.52 3.12
C -1.290930 -1.288902 0.755773 2.00 -0.32 0.95
N 0.657119 1.454186 -0.991282 0.69 1.59 -1.51
N 2.192366 -0.215295 -0.138870 -0.40 -1.90 -0.18
O -1.353083 0.985319 -0.123599 -0.36 -1.85 0.20
H -1.034639 2.518671 -1.340835 -1.90 3.22 -1.62
H -0.998861 -1.556836 1.867650 -0.61 0.01 -2.32
H -2.360877 -1.131540 0.685441 -0.26 -0.77 -0.31
H -0.729838 -1.918071 -0.042693 -1.76 -0.02 1.62
H 3.014816 0.256202 0.105722 1.06 0.81 0.31
H 2.147342 -1.217810 0.102461 0.08 1.25 -0.24
```
Forces are in eV/Å.

So, what does the Löwdin scheme give us? The charges, in e, come out as:
1. C -0.23
2. C -0.17
3. C -0.27
4. C -0.09
5. N 0.08
6. N 0.10
7. O 0.03
8. H 0.08
9. H 0.11
10. H 0.07
11. H 0.11
12. H 0.08
13. H 0.11